This record from the OMol25 dataset describes 3 unconnected molecules or ions with the total composition C6H16N2O at a distorted geometry. The level of theory is ωB97M-V with the def2-TZVPD basis set.

Last column: Löwdin charge in e.
Element x y z (Å)
C (0.38, -0.35, -0.46)  -0.451
C (-0.07, 0.44, 0.62)  -0.213
C (1.85, 1.27, 0.70)  -0.133
C (0.57, 0.26, -1.82)  -0.027
C (-2.70, -0.03, -0.76)  -0.259
C (-0.35, -0.08, 2.00)  -0.076
N (-1.62, -0.97, -0.55)  -0.126
N (1.10, -1.50, -0.23)  0.127
O (2.97, 0.65, 0.14)  -0.095
H (3.00, -0.26, 0.46)  0.081
H (-1.84, -1.56, 0.25)  0.024
H (-0.61, 1.33, 0.34)  0.118
H (1.58, -1.87, -1.05)  0.108
H (0.62, -2.24, 0.27)  0.102
H (1.93, 1.35, 1.78)  0.073
H (1.71, 2.25, 0.23)  0.086
H (0.10, -0.39, -2.56)  0.091
H (0.12, 1.24, -1.89)  0.088
H (1.64, 0.34, -2.07)  0.087
H (-2.98, 0.58, 0.12)  0.053
H (-2.44, 0.67, -1.56)  0.058
H (-3.63, -0.53, -1.09)  0.061
H (-1.43, -0.11, 2.17)  0.075
H (0.04, -1.08, 2.19)  0.076
H (0.08, 0.58, 2.76)  0.073

Computed properties:
ΔE to the lowest compared entry with this formula, charge and spin in eV: 5.097
Max |F| in eV Å⁻¹: 4.8
Gap between HOMO and LUMO (spin up / spin down) in eV: 7.31 / 7.31
Lowest unoccupied orbital energy (spin up / spin down) in eV: 0.809 / 0.809

This record from the OMol25 dataset describes a molecular structure, C6H16N2O at a distorted geometry. The level of theory is ωB97M-V with the def2-TZVPD basis set.

Last column: Löwdin charge in e.
Element x y z (Å)
C (-1.48, 0.77, 0.62)  -0.314
C (-1.48, 0.93, 2.12)  -0.117
C (-2.50, -0.23, 0.11)  -0.124
C (0.65, -0.44, 0.57)  -0.573
N (1.51, 0.50, 1.12)  0.125
O (0.47, -1.54, 1.06)  0.012
H (-1.56, 1.74, 0.12)  0.103
H (1.77, 1.25, 0.49)  0.079
H (2.10, 0.15, 1.85)  0.110
H (-2.46, 1.26, 2.48)  0.079
H (-2.20, -1.23, 0.43)  0.078
H (-0.74, 1.66, 2.44)  0.066
H (-1.26, -0.02, 2.60)  0.076
H (-2.58, -0.22, -0.97)  0.067
H (-3.49, -0.02, 0.51)  0.073
C (0.91, -0.38, -1.32)  -0.324
C (1.83, -1.55, -1.54)  -0.083
N (1.44, 0.90, -1.69)  0.027
H (0.90, 1.38, -2.39)  0.081
H (2.42, 0.88, -1.96)  0.082
H (-0.07, -0.56, -1.78)  0.122
H (-0.38, 0.31, -0.09)  0.118
H (2.80, -1.36, -1.07)  0.083
H (1.98, -1.74, -2.61)  0.078
H (1.41, -2.45, -1.09)  0.075

Computed properties:
ΔE to the lowest compared entry with this formula, charge and spin in eV: 3.310
Max |F| in eV Å⁻¹: 4.4
Gap between HOMO and LUMO in eV: 8.58
Lowest unoccupied orbital energy in eV: 0.892

This record from the OMol25 dataset describes C6H16N2O in the gas phase at a distorted geometry. The level of theory is ωB97M-V with the def2-TZVPD basis set.

Last column: Löwdin charge in e.
Element x y z (Å)
C (1.31, -2.02, -2.15)  -0.123
C (0.29, -0.93, -2.01)  -0.110
N (0.73, -0.04, -0.52)  -0.097
O (1.44, 1.05, -1.02)  -0.128
C (-0.46, 0.39, 0.09)  -0.560
C (-1.34, -0.76, 0.52)  -0.039
N (-1.14, 1.41, -0.63)  0.092
C (0.36, 1.12, 1.62)  -0.125
C (-0.23, 0.77, 2.97)  -0.146
H (2.32, -1.63, -1.99)  0.071
H (1.28, -2.49, -3.14)  0.070
H (1.13, -2.80, -1.41)  0.066
H (0.37, -0.18, -2.81)  0.092
H (-0.74, -1.30, -2.03)  0.076
H (1.84, 1.92, -0.91)  0.118
H (-2.07, -0.42, 1.25)  0.075
H (-1.92, -1.16, -0.30)  0.067
H (-0.72, -1.56, 0.93)  0.091
H (-0.96, 2.37, -0.37)  0.075
H (-2.03, 1.15, -1.03)  0.083
H (1.43, 0.91, 1.62)  0.083
H (0.24, 2.18, 1.41)  0.069
H (-0.01, -0.27, 3.21)  0.069
H (-1.31, 0.89, 2.93)  0.063
H (0.18, 1.39, 3.77)  0.070

Computed properties:
ΔE to the lowest compared entry with this formula, charge and spin in eV: 5.760
Max |F| in eV Å⁻¹: 4.5
Gap between HOMO and LUMO in eV: 8.83
SMILES string: CCN(O)[C@](C)(N)CC
Lowest unoccupied orbital energy in eV: 0.888

This record from the OMol25 dataset describes 2 unconnected molecules or ions with the total composition C6H16N2O at a distorted geometry. The level of theory is ωB97M-V with the def2-TZVPD basis set.

Last column: Löwdin charge in e.
Element x y z (Å)
C (-1.77, -0.11, 1.02)  -0.036
C (-0.93, 0.92, 1.76)  -0.527
N (-0.16, 1.69, 0.81)  0.051
O (-1.70, 1.75, 2.62)  -0.043
H (-2.50, 0.39, 0.40)  0.079
H (-2.28, -0.75, 1.73)  0.081
H (-1.06, -0.67, 0.33)  0.066
H (-0.22, 0.42, 2.43)  0.143
H (-0.77, 2.15, 0.15)  0.083
H (0.38, 2.40, 1.29)  0.084
H (-2.50, 2.02, 2.15)  0.081
C (0.14, -0.47, -2.20)  -0.073
C (0.76, -0.96, -0.92)  -0.414
C (0.62, -2.43, -0.65)  -0.093
C (1.70, -0.24, -0.27)  -0.213
N (2.24, 0.97, -0.68)  0.047
H (-0.11, 0.59, -2.13)  0.061
H (0.82, -0.59, -3.05)  0.083
H (-0.76, -1.03, -2.42)  0.073
H (1.09, -2.69, 0.31)  0.074
H (-0.44, -2.72, -0.61)  0.067
H (1.09, -3.02, -1.44)  0.081
H (2.17, -0.65, 0.61)  0.113
H (1.64, 1.48, -1.31)  0.060
H (2.56, 1.56, 0.07)  0.071

Computed properties:
ΔE to the lowest compared entry with this formula, charge and spin in eV: 1.498
Max |F| in eV Å⁻¹: 1.6
Gap between HOMO and LUMO in eV: 8.38
SMILES string: C[C@@H](N)O.CC(C)=CN
Lowest unoccupied orbital energy in eV: 0.827

This record from the OMol25 dataset describes 2 unconnected molecules or ions with the total composition C6H16N2O5S at a distorted geometry. The level of theory is ωB97M-V with the def2-TZVPD basis set.

Last column: Löwdin charge in e.
Element x y z (Å)
C (3.49, 0.07, 0.76)  -0.092
C (-2.30, -0.69, -1.32)  0.015
C (-1.78, -1.56, 1.03)  -0.033
C (2.80, 1.33, 1.05)  -0.250
C (-1.60, -0.36, 0.10)  -0.515
C (-0.12, 0.03, -0.21)  -0.245
N (0.64, -0.90, -0.82)  0.112
N (-2.37, 0.77, 0.68)  0.063
O (2.08, 1.25, -2.21)  -0.238
O (0.37, 2.87, -2.51)  -0.060
O (-0.11, 0.50, -3.14)  -0.270
O (2.36, 2.37, 0.32)  -0.037
O (0.02, 1.38, -0.78)  -0.175
S (0.65, 1.34, -2.19)  0.609
H (4.09, -0.11, 1.56)  0.051
H (2.81, -0.68, 0.90)  0.033
H (3.82, 0.03, -0.22)  0.071
H (-2.11, -1.68, -1.41)  0.028
H (-1.71, -0.01, -2.01)  0.076
H (-3.30, -0.57, -1.16)  0.057
H (-0.81, -1.54, 1.64)  0.106
H (-2.73, -1.46, 1.69)  0.122
H (-1.80, -2.42, 0.48)  0.026
H (2.41, 1.52, 2.16)  0.141
H (0.28, -1.22, -1.69)  0.094
H (1.59, -0.96, -0.56)  0.066
H (-2.09, 0.79, 1.64)  0.061
H (-2.19, 1.64, 0.20)  0.074
H (2.54, 2.15, -0.64)  0.073
H (-0.30, 2.94, -3.09)  0.037

Computed properties:
ΔE to the lowest compared entry with this formula, charge and spin in eV: 4.113
Max |F| in eV Å⁻¹: 5.6
Gap between HOMO and LUMO (spin up / spin down) in eV: 9.12 / 5.92
Lowest unoccupied orbital energy (spin up / spin down) in eV: 0.489 / -0.266

This record from the OMol25 dataset describes 2 unconnected molecules or ions with the total composition C6H16N2OS at a distorted geometry. The level of theory is ωB97M-V with the def2-TZVPD basis set.

Last column: Löwdin charge in e.
Element x y z (Å)
C (0.72, 0.06, 1.07)  -0.096
C (0.00, -0.22, 0.02)  0.067
C (-1.80, 0.67, -1.41)  0.052
C (-2.11, 0.86, 0.97)  -0.011
C (-2.04, -1.40, 0.01)  0.029
C (2.12, -0.25, 1.27)  -0.361
N (2.89, 1.05, 0.87)  0.277
N (-1.55, -0.01, -0.02)  -0.334
O (2.56, -1.27, 0.47)  0.009
S (1.98, -0.60, -2.61)  0.643
H (0.26, 0.62, 1.91)  0.146
H (-2.82, 0.40, -1.73)  0.118
H (-1.56, 1.65, -1.36)  0.071
H (-1.19, 0.15, -2.21)  0.104
H (-3.12, 1.06, 0.57)  0.141
H (-2.23, 0.37, 1.94)  0.129
H (-1.63, 1.71, 1.19)  0.075
H (-2.26, -1.65, 0.97)  0.089
H (-2.93, -1.52, -0.76)  0.173
H (-1.29, -1.97, -0.39)  0.071
H (2.41, -0.57, 2.42)  0.235
H (2.61, 1.84, 1.42)  0.176
H (3.85, 1.29, 0.97)  0.167
H (2.75, 1.00, -0.10)  0.108
H (3.27, -1.69, 0.91)  0.112
H (1.38, -1.81, -2.83)  -0.190

Computed properties:
Net charge: +2
ΔE to the lowest compared entry with this formula, charge and spin in eV: 6.474
Max |F| in eV Å⁻¹: 5.0
Gap between HOMO and LUMO (spin up / spin down) in eV: 5.57 / 5.67
Lowest unoccupied orbital energy (spin up / spin down) in eV: -10.841 / -10.846